1.
ORCA calculation (ωB97M-V/def2-TZVPD) on a cluster of 2 separate species, C4H10N in total at a distorted geometry.

```
15
Properties=species:S:1:pos:R:3:forces:R:3
C -0.9410 0.6393 -1.6296 1.93 -0.12 0.26
C -0.7658 0.8600 -0.1112 2.71 -0.93 -2.38
C -0.2377 -0.3871 0.6007 -7.42 -0.14 3.12
C -0.9804 -1.1969 1.4411 6.78 1.24 -3.19
N 2.4896 -0.0152 0.0491 -3.30 2.24 -2.08
H -1.6921 -0.1204 -1.6637 -0.58 -0.34 -0.91
H 0.0373 0.2283 -2.0746 -1.52 0.73 0.46
H -1.2047 1.5921 -2.1218 -0.02 -0.67 0.16
H -1.7448 1.0918 0.2639 -0.63 -0.62 1.22
H -0.1773 1.7164 0.0680 0.91 0.98 0.46
H -0.5170 -2.0251 1.9164 0.08 -0.91 0.44
H -1.9465 -0.9244 1.6964 -1.90 0.83 0.16
H 1.4192 -0.3686 0.0376 2.25 0.59 -0.34
H 2.9517 0.0161 -0.8769 -1.04 -0.43 0.36
H 2.9966 -0.5912 0.6053 1.75 -2.44 2.26
```
Forces are in eV/Å.

Computed properties:
Kohn-Sham gap   6.621 eV
Charge   +1
LUMO   -8.65 eV

---

2.
ORCA calculation (ωB97M-V/def2-TZVPD) on a cluster of 9 separate species, C44H48N8O in total at a distorted geometry.

```
101
Properties=species:S:1:pos:R:3:forces:R:3
C -0.1431 2.8371 -4.6283 0.18 0.13 0.07
C -0.2804 1.5569 -4.0900 0.16 0.18 -0.37
C -1.2773 1.3512 -3.1622 -0.99 0.78 -0.43
N -2.1030 2.3475 -2.7851 -0.38 -0.90 -0.10
C -2.0529 3.5377 -3.3684 1.69 -0.75 1.19
C -1.0097 3.8437 -4.2652 -1.42 0.25 -0.07
H 0.6542 3.0534 -5.3284 -0.03 -0.09 -0.09
H 0.3541 0.7688 -4.4737 0.02 -0.15 0.28
H -1.5851 0.3835 -2.7935 0.55 -0.17 0.28
H -2.6842 4.2226 -2.8192 -0.19 0.63 -0.94
H -1.0224 4.8166 -4.7392 0.39 0.05 0.09
C 4.7112 4.2986 0.6152 -0.35 -0.71 0.05
C 3.5898 4.0479 1.3940 -0.38 0.55 -0.06
C 2.3785 3.7914 0.7657 0.27 -0.02 0.11
N 2.1947 3.7752 -0.5525 0.22 0.03 0.20
C 3.2913 3.9476 -1.3070 -0.69 0.12 0.89
C 4.5555 4.1422 -0.7540 0.07 -0.18 -0.75
H 5.6789 4.5215 1.0410 0.02 -0.04 0.05
H 3.5146 4.1136 2.4716 0.61 0.02 0.03
H 1.5460 3.6094 1.4375 -0.34 -0.03 -0.38
H 3.0580 3.9890 -2.3632 0.51 -0.19 -0.19
H 5.4064 4.0836 -1.4217 0.08 0.51 0.06
C -2.2712 -2.2829 -3.4288 0.70 -0.02 0.90
C -1.5476 -3.3796 -2.9693 -0.66 -0.43 -0.59
C -2.0368 -4.1144 -1.9031 0.35 -0.02 0.25
N -3.0954 -3.7779 -1.1610 0.28 0.24 -0.89
C -3.7345 -2.6714 -1.5750 0.51 0.17 1.01
C -3.3597 -1.8804 -2.6584 0.03 -0.33 -0.38
H -1.8546 -1.6990 -4.2392 -0.36 0.08 -0.15
H -0.6873 -3.7934 -3.4791 0.12 0.39 -0.09
H -1.4491 -4.9873 -1.6342 -0.33 -0.13 0.34
H -4.4464 -2.3309 -0.8305 -0.50 0.12 -0.47
H -3.8848 -0.9647 -2.8932 -0.14 -0.03 0.08
C -5.3568 -0.1476 2.1464 -0.47 -0.47 0.77
C -4.0920 0.2942 1.8471 0.50 0.03 -0.54
C -3.0342 0.0579 2.7308 -1.45 0.91 -0.13
N -3.2349 -0.5323 3.8997 0.81 -0.26 0.19
C -4.4506 -0.9860 4.1814 -0.76 -0.02 0.12
C -5.5541 -0.8132 3.3680 0.23 0.73 -0.91
H -6.1988 0.0324 1.4907 0.05 0.08 -0.07
H -3.8895 0.8524 0.9393 -0.01 -0.08 -0.03
H -2.1189 0.5805 2.4793 0.47 -0.56 0.39
H -4.6478 -1.4732 5.1321 0.56 0.02 0.13
H -6.5501 -1.0724 3.6970 0.05 -0.29 0.00
C 1.0628 -1.2984 0.7183 0.82 -0.19 1.15
C 1.3641 0.0546 0.6886 -1.00 -0.48 -0.77
C 0.3085 0.9003 0.3271 0.83 0.40 0.49
N -0.9394 0.5001 0.0875 0.07 -0.07 -0.94
C -1.1401 -0.8139 -0.0143 0.01 -0.14 1.51
C -0.1895 -1.7439 0.3760 -0.49 -0.14 -0.37
H 1.8034 -1.9398 1.1875 -0.07 -0.35 -0.42
H 2.3801 0.3485 0.9073 -0.14 0.51 0.07
H 0.5104 1.9673 0.3046 -0.33 0.01 -0.08
H -2.1393 -1.2228 -0.1180 -0.17 0.58 -0.45
H -0.5556 -2.7587 0.4724 0.49 -0.17 -0.06
C 4.0329 0.5394 -3.5483 -0.45 -0.54 0.06
C 2.9751 0.5046 -2.6438 0.80 1.21 -0.96
C 2.1502 -0.5896 -2.6286 -1.20 -0.23 -0.25
N 2.1946 -1.5729 -3.5365 0.85 -0.02 0.33
C 3.2242 -1.5385 -4.3910 0.48 -0.17 0.26
C 4.2075 -0.5485 -4.3975 -0.34 0.75 0.02
H 4.6472 1.4284 -3.6053 0.15 -0.09 -0.07
H 2.7357 1.4694 -2.2122 -0.16 -0.47 0.92
H 1.3239 -0.6249 -1.9257 -0.02 -0.07 -0.10
H 3.3204 -2.3831 -5.0624 -0.21 0.05 -0.20
H 4.9988 -0.4819 -5.1319 0.01 -0.51 -0.05
C -2.8953 5.3674 1.1557 0.10 0.57 0.03
C -1.8861 4.6395 0.5544 -0.14 0.07 -0.01
C -1.3515 5.0953 -0.6430 0.28 -0.10 -0.11
N -1.7791 6.1794 -1.3115 -0.41 -0.77 0.34
C -2.8125 6.8036 -0.7552 -0.02 0.64 0.73
C -3.3296 6.5228 0.5130 -0.11 -0.55 -0.52
H -3.2850 5.0398 2.1109 -0.14 0.14 0.00
H -1.5457 3.7308 1.0327 0.19 -0.06 -0.23
H -0.5508 4.5219 -1.0949 0.13 0.14 -0.08
H -3.2625 7.6346 -1.2889 0.27 0.05 -0.19
H -4.1048 7.1704 0.8974 -0.07 -0.13 0.14
C 4.4204 -4.8163 -0.7700 -0.80 -0.65 0.15
C 3.1374 -4.4490 -1.1287 0.06 0.32 -0.09
C 2.0665 -4.7970 -0.2959 0.97 0.69 -0.25
N 2.2294 -5.4844 0.8190 -0.25 0.21 0.54
C 3.4761 -5.8416 1.1903 -1.65 -0.63 -0.92
C 4.5536 -5.5822 0.3900 1.49 0.39 -0.13
H 5.2620 -4.6030 -1.4128 0.10 0.07 0.09
H 2.9603 -3.8655 -2.0249 -0.09 -0.01 0.03
H 1.1047 -4.3615 -0.5445 -0.31 -0.50 0.14
H 3.4693 -6.5069 2.0433 0.53 0.22 0.22
H 5.5453 -5.9364 0.6503 -0.10 -0.02 0.19
C -0.3734 -3.6468 5.8168 0.70 -0.79 -0.38
C -1.1249 -2.5824 4.9942 0.43 0.05 0.26
C -0.0704 -1.5267 4.7294 0.72 -0.12 0.00
O 0.8180 -1.6382 5.8294 0.19 0.42 1.16
C 1.0279 -3.0657 6.0866 -0.44 2.15 -1.48
H -0.2584 -4.5857 5.2693 -0.23 -0.07 0.18
H -0.9419 -3.8095 6.7289 0.28 -0.29 0.14
H -1.8549 -2.1841 5.6938 -0.40 0.27 -0.56
H -1.5628 -2.9386 4.0645 -0.27 -0.11 0.21
H -0.4381 -0.5056 4.6410 -0.15 -0.02 0.40
H 0.5158 -1.6895 3.8111 -0.23 -0.39 -0.13
H 1.4932 -3.1909 7.0591 -0.35 0.03 0.20
H 1.7923 -3.2438 5.3218 -0.20 -1.21 0.02
```
Forces are in eV/Å.

Computed properties:
Kohn-Sham gap   9.532 eV
LUMO   0.47 eV

---

3.
ORCA calculation (ωB97M-V/def2-TZVPD) on a structure of composition C7H11N at a distorted geometry.

```
19
Properties=species:S:1:pos:R:3:forces:R:3
C -1.2663 -1.3367 -0.0558 -7.06 -0.63 0.71
C -2.2114 -0.2194 0.0690 -1.47 -5.05 0.08
C -0.0032 -0.8681 -0.1337 6.46 3.48 -0.33
C 0.0477 0.6357 -0.0882 -4.44 1.24 1.27
C 1.2042 -1.7041 0.0914 1.66 5.30 0.85
C 0.4680 1.2454 1.3063 0.97 0.41 -3.52
C 0.4152 1.2861 -1.3802 3.25 -0.66 1.75
N -1.7666 0.9594 0.0136 4.96 2.07 -0.47
H -1.3898 -2.4236 -0.0632 -0.85 0.46 0.00
H -3.3239 -0.2656 0.1789 0.90 -0.78 -0.09
H 1.4225 -1.8217 1.1368 -0.01 0.02 1.20
H 2.1851 -1.1908 -0.2671 -1.72 -1.21 -0.02
H 0.9859 -2.6192 -0.2065 -0.21 -4.35 -1.98
H 1.5892 1.3560 1.1630 -1.10 -0.01 1.07
H 0.1497 0.4334 1.9250 0.13 0.24 1.36
H -0.0520 2.2440 1.4084 0.66 -1.30 0.25
H -0.1381 2.0883 -1.6857 -1.54 2.61 0.09
H 0.1762 0.5971 -2.1321 0.57 -1.25 -1.38
H 1.5075 1.6038 -1.2797 -1.16 -0.57 -0.85
```
Forces are in eV/Å.

Computed properties:
Spin multiplicity   3
Kohn-Sham gap (alpha / beta)   6.490 / 6.786 eV
<S²>   2.021
LUMO (alpha / beta)   0.89 / -2.19 eV

---

Energy above the lowest of the compared OMol25 structures with the same formula, charge and spin (computed, kcal per mole): 146.5; 0.0; 35.2